Record 1
DFT (ωB97M-V/def2-TZVPD) results for 12 unconnected molecules or ions with the total composition C16H52N20O12 in a non-equilibrium geometry.

CARTESIAN COORDINATES (ANGSTROEM)
C -5.132 0.673 -1.245
O -5.001 -0.205 -0.320
N -5.622 1.893 -0.970
N -4.719 0.572 -2.545
H -5.351 2.646 -1.575
H -6.314 2.021 -0.245
H -4.000 -0.176 -2.623
H -4.677 1.426 -3.017
C 1.015 -0.944 -5.458
O 2.227 -0.939 -5.303
N 0.279 -0.318 -6.471
N 0.210 -1.565 -4.546
H -0.703 -0.331 -6.569
H 0.887 0.221 -7.051
H 0.555 -1.858 -3.650
H -0.783 -1.497 -4.534
C -2.659 3.623 -2.704
O -3.853 3.316 -2.935
N -1.916 3.154 -1.603
N -1.841 4.303 -3.552
H -0.956 3.345 -1.495
H -2.460 2.695 -0.844
H -2.375 4.835 -4.224
H -1.127 4.706 -3.022
C 0.307 -4.852 0.975
O 0.357 -3.651 1.352
N 0.364 -5.321 -0.343
N -0.069 -5.786 1.927
H 0.397 -4.583 -1.037
H 0.242 -6.306 -0.557
H -0.039 -5.535 2.929
H -0.147 -6.752 1.675
C 2.438 -2.309 -1.634
O 1.253 -2.562 -1.980
N 2.801 -2.398 -0.332
N 3.400 -1.799 -2.483
H 2.066 -2.533 0.315
H 3.662 -2.011 0.055
H 4.109 -1.202 -1.993
H 3.250 -1.469 -3.422
C 4.468 1.363 -0.031
O 4.359 0.713 -1.110
N 3.564 1.362 0.991
N 5.538 2.135 0.301
H 2.741 0.875 0.696
H 3.707 1.592 1.971
H 5.499 2.744 1.123
H 6.346 2.080 -0.258
C -1.750 1.731 2.506
O -2.230 1.301 1.464
N -1.500 3.093 2.639
N -1.372 0.906 3.554
H -1.463 3.575 1.762
H -0.760 3.266 3.327
H -1.261 1.194 4.482
H -1.799 0.007 3.396
C 1.606 4.155 2.040
O 1.467 3.352 2.935
N 0.900 4.132 0.818
N 2.391 5.209 2.047
H 1.374 4.589 0.033
H 0.351 3.315 0.653
H 2.734 5.533 2.936
H 2.122 5.982 1.464
O -1.736 -1.988 2.947
C -2.538 -2.370 2.085
N -3.089 -1.513 1.321
C -3.013 -3.814 2.064
H -2.760 -0.538 1.363
H -3.722 -1.683 0.585
H -4.055 -3.848 2.426
H -2.377 -4.437 2.618
H -2.974 -4.152 1.033
O 0.466 -4.890 4.828
C 0.264 -3.914 5.548
N -0.164 -2.770 5.083
C 0.640 -4.052 7.025
H -0.665 -2.754 4.157
H -0.465 -1.986 5.682
H 1.307 -4.855 7.210
H -0.253 -4.410 7.513
H 0.966 -3.173 7.539
O 0.619 1.332 -0.276
C 0.078 0.226 -0.386
N 0.443 -0.764 0.520
C -0.950 -0.168 -1.379
H 0.955 -0.392 1.292
H 0.049 -1.737 0.699
H -1.872 0.247 -1.012
H -1.104 -1.257 -1.473
H -0.758 0.193 -2.407
O 1.198 3.992 -2.286
C 2.003 3.062 -2.625
N 3.313 3.116 -2.323
C 1.480 1.737 -3.296
H 3.891 2.346 -2.306
H 3.674 3.951 -1.864
H 1.610 1.873 -4.396
H 0.405 1.747 -3.247
H 2.030 0.914 -2.950

Output
E_HOMO: -9.1892 eV
Energy relative to the best compared isomer or geometry (same formula, charge and spin): 0.348 eV
SMILES: CC(N)=O.CC(N)=O.CC(N)=O.CC(N)=O.NC(N)=O.NC(N)=O.NC(N)=O.NC(N)=O.NC(N)=O.NC(N)=O.NC(N)=O.NC(N)=O
Kohn-Sham gap: 9.5275 eV
Total energy: -71819.5464 eV


Record 2
DFT (ωB97M-V/def2-TZVPD) results for a single C4H6O2 molecule in a non-equilibrium geometry.

CARTESIAN COORDINATES (ANGSTROEM)
C -2.298 -0.128 0.112
C -0.620 -0.025 -0.042
C 0.004 1.143 -0.030
C 1.523 -0.537 0.259
H -2.904 0.451 0.838
H -2.555 -0.027 -0.910
H -2.435 -1.237 0.458
H -0.488 2.046 -0.257
H 2.294 -1.110 -0.515
H 1.892 -0.804 1.284
O 1.289 0.850 -0.046
O 0.278 -1.106 -0.291

Output
E_HOMO: -7.9978 eV
Energy relative to the best compared isomer or geometry (same formula, charge and spin): 3.957 eV
SMILES: CC1=COCO1
Kohn-Sham gap: 9.0109 eV
Total energy: -8336.5039 eV


Record 3
DFT (ωB97M-V/def2-TZVPD) results for a molecular structure, C11H16BClN6Ni in a non-equilibrium geometry.

CARTESIAN COORDINATES (ANGSTROEM)
H 1.022 -0.294 3.074
N -0.683 0.011 1.818
B -3.120 0.451 1.053
N -2.039 0.268 2.135
C -2.197 0.275 3.463
Ni -0.113 0.132 0.065
H -3.184 0.443 3.864
C -0.967 0.038 4.067
H -0.792 -0.025 5.117
C -0.042 -0.104 3.025
H -4.121 0.791 1.565
C 1.493 -1.731 -3.177
H 2.470 -1.957 -3.580
H 1.237 -0.737 -3.420
H 0.760 -2.408 -3.589
N -3.410 -0.911 0.338
N -2.693 1.504 0.003
N -2.380 -1.588 -0.328
N -1.401 1.475 -0.556
C -4.559 -1.613 0.295
C -3.390 2.537 -0.500
H -5.434 -1.201 0.768
H -4.410 2.692 -0.178
C -4.321 -2.805 -0.392
C -2.572 3.228 -1.387
C -2.957 -2.739 -0.764
C -1.341 2.553 -1.382
H -5.043 -3.570 -0.572
H -2.848 4.091 -1.946
H -2.414 -3.503 -1.320
H -0.441 2.791 -1.932
H 1.523 -1.862 -2.113
Cl 2.880 0.389 0.595
C 1.472 1.209 -0.006
H 1.257 2.046 0.662
H 1.664 1.559 -1.017

Output
E_HOMO (alpha / beta): -8.0703 / -8.8886 eV
Energy relative to the best compared isomer or geometry (same formula, charge and spin): 0.000 eV
Kohn-Sham gap (alpha / beta): 8.7216 / 9.1072 eV
Total energy: -74849.6237 eV
2S+1: 3


> Which formula does entry 3 have?

C11H16BClN6Ni


> What is the total energy in the second record?

-8336.5039 eV


> Number 1 is which compound?

C16H52N20O12


> Which of these has the highest energy relative to the best compared isomer or geometry (same formula, charge and spin)?

C4H6O2